Formula: C7H10N3
Source: the Open Molecules 2025 dataset
Level of theory: wB97M-V/def2-TZVPD

```
20
Properties=species:S:1:pos:R:3:lowdin_charge:R:1
N 1.72 0.08 -0.52 0.005
N -1.44 -2.69 0.44 0.167
N 4.05 0.27 -0.23 0.098
C -1.71 1.68 -0.21 -0.138
C 2.76 0.61 0.09 -0.157
C -2.60 0.86 0.31 -0.128
C -2.01 -1.57 0.33 -0.087
C 0.35 0.31 -0.15 -0.100
C -2.77 -0.57 0.41 -0.057
C -0.36 1.38 -0.61 -0.169
H -3.58 1.41 0.71 0.150
H -1.28 -3.12 1.49 0.236
H -3.80 -1.01 0.77 0.192
H -1.15 -3.25 -0.40 0.164
H 4.25 -0.57 -0.83 0.126
H 4.83 0.47 0.42 0.127
H -1.95 2.82 -0.27 0.153
H 2.07 -0.62 -1.21 0.170
H -0.02 2.09 -1.36 0.093
H 2.65 1.40 0.82 0.154
```

The HOMO-LUMO gap comes out at 6.947 eV. The calculation puts the highest occupied orbital energy at -10.47 eV. The energy above the lowest of the compared OMol25 structures with the same formula, charge and spin is 136.4 kcal/mol. As for the LUMO energy: -3.52 eV. Its charge is +1.

---

Formula: C19H29N3O5S
Source: the Open Molecules 2025 dataset
Level of theory: wB97M-V/def2-TZVPD

```
57
Properties=species:S:1:pos:R:3:lowdin_charge:R:1
S 0.55 0.39 -1.85 0.696
O -1.40 -1.34 1.20 0.061
O 1.36 0.57 -3.02 -0.288
O -0.83 0.02 -2.06 -0.264
O -1.84 3.36 2.46 0.125
O -0.38 1.84 3.22 0.007
N 0.68 1.78 -0.92 -0.221
N 2.85 -1.83 0.40 0.139
N -1.42 -2.55 -0.70 -0.037
C -3.14 -2.94 -2.24 -0.159
C -1.27 1.40 4.25 -0.205
C -0.80 -3.10 -1.88 -0.142
C -0.81 2.75 2.36 -0.472
C 0.96 4.18 -0.76 -0.162
C -1.23 -0.12 4.32 -0.058
C 3.79 -0.15 -1.20 -0.008
C 0.57 3.01 -1.66 -0.202
C 0.08 4.21 0.48 -0.147
C 1.65 -2.32 0.82 -0.241
C 1.32 -0.79 -0.78 -0.190
C 0.16 2.87 1.20 -0.193
C -2.87 -2.62 -0.77 -0.131
C 2.67 -0.89 -0.57 -0.267
C -0.22 1.75 0.21 -0.151
C 0.67 -1.69 0.09 -0.094
C -1.94 -3.81 -2.60 -0.157
C 1.54 -3.36 1.88 -0.004
C -0.81 -1.83 0.25 -0.436
H -3.11 -2.01 -2.82 0.115
H 4.60 -0.83 -1.47 0.085
H -0.24 -0.45 4.61 0.074
H -1.46 -0.53 3.34 0.050
H 0.87 5.12 -1.32 0.115
H 0.02 -3.77 -1.61 0.128
H 0.51 -3.42 2.21 0.085
H -0.39 -2.29 -2.50 0.109
H 4.19 0.61 -0.53 0.088
H 1.84 -4.34 1.50 0.082
H 3.75 -2.12 0.76 0.171
H 1.17 2.67 1.56 0.159
H 2.01 4.06 -0.47 0.117
H 3.41 0.34 -2.10 0.065
H -1.78 -3.87 -3.68 0.111
H -4.10 -3.44 -2.39 0.110
H -0.95 4.41 0.21 0.124
H -0.46 3.16 -2.03 0.136
H -3.30 -1.67 -0.44 0.127
H 2.17 -3.11 2.73 0.082
H -0.14 0.77 0.70 0.113
H -0.93 1.85 5.20 0.124
H -1.96 -0.47 5.04 0.076
H 0.41 5.01 1.16 0.123
H -3.24 -3.42 -0.11 0.129
H 1.23 2.92 -2.52 0.116
H -2.07 -4.82 -2.21 0.113
H -1.27 1.88 -0.11 0.151
H -2.27 1.77 4.03 0.119
```

The HOMO-LUMO gap comes out at 8.994 eV. The calculation puts the highest occupied orbital energy at -8.47 eV. The energy above the lowest of the compared OMol25 structures with the same formula, charge and spin is 11.0 kcal/mol. As for the LUMO energy: 0.52 eV.

---

Formula: C17H15AuN3S2
Source: the Open Molecules 2025 dataset
Level of theory: wB97M-V/def2-TZVPD

```
38
Properties=species:S:1:pos:R:3:lowdin_charge:R:1
Au -4.56 -7.33 16.77 0.463
S -1.98 -5.81 14.72 0.542
S -4.53 -5.08 17.24 0.420
N -3.25 -0.22 12.33 0.138
N -3.09 -8.34 13.83 -0.291
N -5.78 0.38 15.22 0.134
C -5.36 -11.71 17.22 -0.115
C -3.26 -1.16 13.02 -0.196
C -5.16 -0.58 15.11 -0.169
C -4.53 -12.34 16.34 -0.123
C -3.73 -11.58 15.45 -0.069
C -5.30 -10.29 17.24 -0.159
C -3.18 -4.43 14.83 -0.626
C -4.43 -9.45 16.48 -0.253
C -4.82 -2.90 15.83 -0.108
C -2.91 -3.39 13.89 -0.091
C -4.17 -4.18 15.78 -0.694
C -4.50 -8.25 13.44 -0.065
C -2.64 -9.53 14.61 -0.134
C -3.52 -2.17 13.99 -0.231
C -3.61 -10.19 15.54 -0.275
C -2.26 -8.03 12.57 -0.069
C -4.56 -1.92 14.92 -0.193
H -4.70 -9.15 12.82 0.113
H -5.53 -2.73 16.64 0.096
H -4.62 -7.38 12.85 0.085
H -3.19 -12.17 14.68 0.106
H -4.60 -13.36 16.14 0.062
H -1.18 -8.27 12.76 0.104
H -1.85 -9.11 15.28 0.146
H -2.38 -7.00 12.31 0.044
H -2.55 -8.68 11.77 0.075
H -5.17 -8.21 14.24 0.030
H -3.01 -7.33 14.47 -0.025
H -6.11 -12.22 17.80 0.085
H -2.33 -10.22 13.88 0.101
H -6.00 -9.85 17.93 0.062
H -2.15 -3.73 13.19 0.082
```

The HOMO-LUMO gap comes out at 6.908 eV. The calculation puts the highest occupied orbital energy at -4.40 eV. The energy above the lowest of the compared OMol25 structures with the same formula, charge and spin is 10.8 kcal/mol. As for the LUMO energy: 2.51 eV. Its charge is -1.

---

Formula: C25H50O2
Source: the Open Molecules 2025 dataset
Level of theory: wB97M-V/def2-TZVPD

```
77
Properties=species:S:1:pos:R:3:lowdin_charge:R:1
O -1.31 3.24 1.06 0.107
O 0.62 2.61 0.15 0.099
C 0.02 3.10 1.07 -0.538
C 5.69 -2.86 -1.09 -0.234
C -0.64 1.31 -2.91 -0.211
C 0.30 1.44 3.60 -0.195
C 2.00 -2.04 -0.17 -0.220
C 0.63 3.63 2.34 -0.100
C 1.29 2.52 3.17 -0.182
C -0.98 -0.60 2.77 -0.202
C -4.87 1.84 -1.25 -0.205
C 3.23 -2.26 -1.05 -0.222
C 0.73 -0.40 -1.66 -0.209
C 4.46 -2.64 -0.22 -0.227
C -1.87 1.62 -3.77 -0.209
C 7.46 -2.31 0.65 -0.117
C -5.36 0.40 -1.07 -0.208
C -0.57 -0.13 -2.42 -0.208
C 0.30 0.22 2.67 -0.210
C -2.12 0.03 1.97 -0.220
C -3.45 -0.70 2.15 -0.206
C 6.91 -3.35 -0.31 -0.274
C -4.49 -0.47 -0.16 -0.210
C 0.73 -1.76 -0.98 -0.212
C -4.56 -0.06 1.31 -0.206
C -3.22 1.28 -3.12 -0.213
C -3.44 1.98 -1.77 -0.218
H -4.49 1.02 1.40 0.103
H -5.54 -0.36 1.71 0.113
H 1.74 2.99 4.05 0.109
H -4.01 1.59 -3.80 0.117
H 0.43 0.55 1.64 0.089
H -3.34 -1.75 1.88 0.116
H -3.73 -0.66 3.21 0.112
H 5.94 -1.93 -1.61 0.113
H -0.13 -1.81 -0.30 0.098
H -1.86 2.68 -4.02 0.109
H 7.70 -1.39 0.12 0.072
H -4.94 2.37 -0.30 0.100
H 0.54 1.10 4.61 0.113
H -5.41 -0.08 -2.06 0.103
H -0.70 1.87 3.64 0.107
H 5.44 -3.60 -1.86 0.109
H -3.46 -0.44 -0.50 0.081
H -0.15 4.12 2.92 0.121
H -1.27 -0.70 3.82 0.115
H 6.64 -4.25 0.24 0.104
H -1.41 -0.34 -1.75 0.089
H -1.70 2.89 0.24 0.101
H 0.87 0.39 -0.92 0.095
H 4.65 -1.84 0.50 0.109
H 6.75 -2.08 1.43 0.062
H 0.60 -2.54 -1.73 0.114
H 1.84 -2.92 0.44 0.112
H 8.37 -2.68 1.12 0.066
H -4.82 -1.51 -0.25 0.116
H -1.83 0.02 0.91 0.099
H -3.29 0.20 -2.99 0.103
H 1.16 -0.40 2.92 0.113
H 1.57 -0.33 -2.36 0.111
H 3.45 -1.36 -1.62 0.110
H 2.19 -1.20 0.50 0.104
H -0.59 1.98 -2.06 0.087
H -5.55 2.34 -1.95 0.111
H -0.65 -0.82 -3.26 0.122
H 1.39 4.37 2.06 0.127
H -1.80 1.06 -4.70 0.108
H -3.22 3.04 -1.89 0.121
H -2.24 1.07 2.27 0.103
H -2.74 1.57 -1.04 0.079
H -0.79 -1.61 2.39 0.108
H -6.37 0.43 -0.67 0.111
H 4.24 -3.55 0.34 0.118
H 3.02 -3.06 -1.76 0.118
H 0.25 1.51 -3.52 0.116
H 7.69 -3.63 -1.03 0.101
H 2.10 2.07 2.59 0.117
```

The HOMO-LUMO gap comes out at 11.220 eV. The calculation puts the highest occupied orbital energy at -10.34 eV. The energy above the lowest of the compared OMol25 structures with the same formula, charge and spin is 2.9 kcal/mol. As for the LUMO energy: 0.88 eV.

---

Formula: C6H11N5O
Source: the Open Molecules 2025 dataset
Level of theory: wB97M-V/def2-TZVPD

```
23
Properties=species:S:1:pos:R:3:lowdin_charge:R:1
O -1.92 -0.69 -0.33 -0.028
N -0.55 1.53 0.05 0.042
N 2.54 -1.97 -0.20 0.254
N -2.95 -1.28 -0.34 -0.127
N 1.32 -0.42 0.52 -0.066
N 2.12 -1.37 0.79 0.118
C 1.01 -0.06 -0.76 -0.237
C 0.21 1.14 -1.14 -0.013
C 0.58 0.20 1.55 -0.099
C -3.96 -1.83 -0.51 0.300
C 1.57 -0.77 -1.66 0.374
C 0.15 1.65 1.27 -0.100
H -0.36 2.00 2.22 0.188
H -0.39 -0.25 1.95 0.167
H -1.16 2.34 -0.20 0.232
H 1.10 2.14 1.30 0.148
H 3.26 -2.57 -0.29 0.109
H 0.78 1.92 -1.51 0.143
H -4.66 -2.47 -0.79 0.072
H -0.52 0.97 -1.90 0.158
H -1.14 0.64 0.13 0.113
H 1.76 -1.09 -2.62 0.098
H 1.20 0.25 2.45 0.156
```

The HOMO-LUMO gap (spin up / spin down) comes out at 9.193 / 9.193 eV. The calculation puts the highest occupied orbital energy (spin up / spin down) at -17.60 / -17.60 eV. The energy above the lowest of the compared OMol25 structures with the same formula, charge and spin is 161.4 kcal/mol. As for the LUMO energy (spin up / spin down): -8.40 / -8.40 eV. Its charge is +2.

---

Formula: C24H32F7O21
Source: the Open Molecules 2025 dataset
Level of theory: wB97M-V/def2-TZVPD

```
84
Properties=species:S:1:pos:R:3:lowdin_charge:R:1
F -2.75 -0.57 -2.24 0.020
F -1.24 -0.75 2.95 0.090
F 1.95 3.18 2.35 0.118
F 0.09 -1.83 -3.09 0.074
F 5.13 0.20 -1.76 0.063
F 0.67 0.82 -0.54 -0.596
F 0.42 4.31 -2.07 0.189
O -5.35 0.05 1.94 0.108
O -1.35 -4.06 0.43 -0.139
O -3.39 -0.06 0.74 0.078
O 0.99 1.57 4.92 0.079
O -3.48 -0.78 2.79 0.151
O 2.83 -0.26 -4.41 0.034
O -2.14 2.08 -5.63 0.104
O 3.86 -2.00 -5.31 0.189
O 2.08 4.89 -0.82 0.184
O 3.04 6.98 -0.46 0.055
O 0.79 -3.07 1.81 -0.213
O -1.69 0.61 -3.97 0.123
O 5.72 1.32 0.12 0.147
O 6.49 3.38 0.55 0.166
O 2.49 1.16 3.26 0.160
O 0.86 6.59 -0.36 0.108
O 4.64 2.99 -0.72 0.107
O -4.07 -3.72 1.92 -0.173
O 2.16 -2.24 -3.79 0.113
O 3.06 0.57 5.33 0.058
O -2.49 2.57 -3.29 0.057
C -2.25 -1.32 2.28 -0.297
C 4.67 0.79 -0.62 -0.326
C -2.46 1.95 -2.23 -0.226
C -5.37 -3.38 2.21 -0.092
C 3.75 1.97 -0.90 -0.092
C -2.34 -1.02 0.84 -0.042
C 1.73 -0.06 -3.50 -0.066
C 3.04 -1.60 -4.59 -0.570
C -2.47 -5.03 0.62 -0.016
C 1.37 -1.43 -2.93 -0.323
C -0.34 -4.51 -0.04 -0.332
C 0.67 -3.34 0.37 -0.105
C 0.77 4.45 -0.87 -0.405
C -2.17 1.76 -4.42 -0.409
C -4.16 -0.26 1.80 -0.595
C 1.70 -2.09 2.12 -0.150
C 0.37 2.19 3.81 -0.045
C -1.91 0.53 -2.55 -0.227
C -3.83 -4.36 0.77 -0.232
C 2.04 6.16 -0.58 -0.568
C 2.21 1.07 4.51 -0.523
C 1.45 2.03 2.70 -0.292
C -0.09 5.52 -0.18 0.047
C 5.68 2.67 0.02 -0.547
H -1.46 -0.53 0.19 0.173
H -1.74 2.51 -1.64 0.140
H -6.02 -4.22 2.32 0.090
H -2.34 -5.57 1.36 0.056
H 0.90 1.49 1.86 0.152
H -2.18 -2.26 2.55 0.111
H -4.55 -5.11 0.99 0.108
H 4.19 0.01 -0.07 0.156
H 0.82 3.54 -0.28 0.147
H -0.97 0.44 -1.92 0.126
H -0.82 5.80 -0.66 0.048
H 0.02 -5.27 0.77 0.161
H 0.86 0.05 -4.20 0.128
H -4.31 -3.84 -0.15 0.170
H -2.39 -5.59 -0.26 0.116
H 0.30 -2.50 -0.09 0.070
H 0.06 3.13 4.05 0.108
H 3.45 1.76 -1.99 0.140
H -5.35 -2.68 3.01 0.085
H 1.86 1.07 -2.86 0.195
H -2.68 -1.97 0.32 0.135
H 2.83 1.93 -0.29 0.114
H 1.25 -1.05 1.57 0.133
H -0.34 5.52 0.87 0.148
H 1.69 -1.60 -1.83 0.174
H -5.84 -2.69 1.51 0.095
H -0.60 -4.81 -1.03 0.134
H 1.68 -2.03 3.23 0.106
H 1.74 -3.54 0.19 0.126
H 2.68 -2.17 1.72 0.059
H -3.59 1.84 -2.03 0.179
H -0.48 1.71 3.50 0.094
```

The HOMO-LUMO gap comes out at 9.515 eV. The calculation puts the highest occupied orbital energy at -7.59 eV. The energy above the lowest of the compared OMol25 structures with the same formula, charge and spin is 0.0 kcal/mol. As for the LUMO energy: 1.93 eV. Its charge is -1.